Entry P
7
Properties=species:S:1:pos:R:3:nbo_charge:R:1 method="wB97M-V/def2-TZVPD" total_charge=0 multiplicity=1 mol_weight_da=116.02
C -2.325 0.281 -0.498 0.63
N 2.625 -0.282 -0.283 0.22
N 1.523 -0.729 -0.324 0.23
F -2.793 -0.861 -0.147 -0.32
F -2.513 1.079 0.462 -0.31
F 3.143 0.816 0.361 -0.19
F 0.339 -0.303 0.429 -0.27

Entry Q
7
Properties=species:S:1:pos:R:3:nbo_charge:R:1 method="wB97M-V/def2-TZVPD" total_charge=0 multiplicity=1 mol_weight_da=116.02
C -0.159 -0.384 0.665 0.91
N 0.162 0.073 -0.714 0.35
N 0.171 -1.157 -0.395 -0.24
F -1.374 0.186 0.788 -0.29
F 0.501 -0.287 1.833 -0.25
F -0.792 0.295 -1.781 -0.18
F 1.491 1.273 -0.396 -0.30

Name the least stable of them. entry Q.

Entry P
6
Properties=species:S:1:pos:R:3:nbo_charge:R:1 method="wB97M-V/def2-TZVPD" total_charge=0 multiplicity=1 mol_weight_da=92.46 smiles="C#P=CCl"
C -0.349 1.690 -0.210 -0.52
P 1.095 0.852 -0.009 0.60
C 0.366 -0.802 0.256 -0.47
Cl 0.787 -2.053 -0.918 0.01
H -1.376 1.396 0.070 0.18
H -0.524 -1.083 0.811 0.21

Entry Q
6
Properties=species:S:1:pos:R:3:nbo_charge:R:1 method="wB97M-V/def2-TZVPD" total_charge=0 multiplicity=1 mol_weight_da=92.46 smiles="C#P=CCl"
C 1.781 0.935 -0.434 -0.68
P 0.494 0.071 0.157 0.78
C -1.152 -0.702 -0.257 -0.63
Cl -2.550 0.205 0.141 0.03
H 2.760 1.203 0.101 0.25
H -1.334 -1.713 0.291 0.24

Entry R
6
Properties=species:S:1:pos:R:3:nbo_charge:R:1 method="wB97M-V/def2-TZVPD" total_charge=0 multiplicity=1 mol_weight_da=92.46 smiles="C=P#CCl"
C -0.176 -0.009 0.311 -0.70
P -0.691 -0.370 1.885 0.54
C 0.581 -1.561 2.508 -0.38
Cl 0.235 -2.157 4.010 0.10
H 0.685 -0.498 -0.113 0.22
H -0.703 0.703 -0.299 0.22

Name the least stable of them. entry Q.

Entry P
24
Properties=species:S:1:pos:R:3:nbo_charge:R:1 method="wB97M-V/def2-TZVPD" total_charge=0 multiplicity=1 mol_weight_da=129.21
C 0.218 -0.593 -0.636 -0.26
C 0.517 -1.338 1.619 -0.39
C 1.041 -0.176 2.411 -0.66
C 0.184 -1.919 -1.355 -0.66
H -0.183 -0.643 0.503 0.26
H 1.182 -0.106 -0.554 0.21
H -0.379 -1.820 2.002 0.20
H 1.254 -2.062 1.290 0.19
H 0.265 0.569 2.587 0.23
H 1.858 0.319 1.883 0.21
H 1.417 -0.521 3.382 0.22
H 0.453 -1.767 -2.401 0.23
H -0.807 -2.376 -1.314 0.21
H 0.905 -2.635 -0.958 0.22
C -0.943 1.701 -0.233 0.42
N 0.093 2.586 -0.304 -0.82
C -0.902 0.637 -1.313 -0.08
N -1.793 1.738 0.724 -0.74
N -0.148 0.903 -2.396 -0.68
H 0.530 2.651 -1.214 0.41
H -0.003 3.435 0.228 0.40
H -2.492 1.006 0.614 0.33
H -0.422 0.330 -3.189 0.33
H -1.845 0.080 -1.379 0.19

Entry Q
24
Properties=species:S:1:pos:R:3:nbo_charge:R:1 method="wB97M-V/def2-TZVPD" total_charge=0 multiplicity=1 mol_weight_da=129.21 smiles="C/C(N)=N/N.C=C(C)C"
C -0.070 2.267 0.810 -0.66
C 0.994 1.314 0.368 0.47
N 2.199 1.854 0.063 -0.82
N 0.774 0.044 0.268 -0.34
N 1.939 -0.715 -0.128 -0.71
H -0.758 1.791 1.499 0.24
H 0.384 3.128 1.298 0.22
H -0.629 2.621 -0.057 0.24
H 2.888 1.209 -0.297 0.42
H 2.320 2.848 0.002 0.39
H 2.075 -1.410 0.602 0.36
H 1.628 -1.230 -0.957 0.37
C -0.610 -1.101 -1.759 -0.66
C -0.816 -0.978 -0.377 0.16
C -2.009 -0.162 0.081 -0.66
C -0.638 -2.204 0.505 -0.65
H 0.340 -1.308 -2.237 0.17
H -1.239 -0.501 -2.406 0.18
H -2.912 -0.734 -0.133 0.23
H -1.973 0.023 1.154 0.20
H -2.081 0.776 -0.463 0.21
H -1.565 -2.776 0.519 0.22
H 0.142 -2.860 0.123 0.21
H -0.383 -1.897 1.522 0.20

Name the least stable of them. entry P.

Entry P
24
Properties=species:S:1:pos:R:3:nbo_charge:R:1 method="wB97M-V/def2-TZVPD" total_charge=+1 multiplicity=1 mol_weight_da=138.14
C 1.468 1.788 -0.761 0.12
N 0.615 2.056 0.138 -0.56
H 1.655 2.509 -1.562 0.23
H 1.842 0.783 -0.643 0.24
H 0.393 1.363 0.853 0.46
H -0.135 2.733 0.277 0.47
H -0.986 -0.831 3.014 0.48
H -2.329 -1.158 2.263 0.49
O -1.417 -0.915 2.152 -0.97
H -2.006 -0.971 -1.774 0.48
H -1.495 -0.536 -2.987 0.49
O -1.634 -0.143 -2.114 -0.96
H 1.794 -0.676 1.521 0.50
H 2.327 0.301 2.610 0.49
O 1.981 0.278 1.717 -1.01
H -2.614 1.913 0.208 0.49
H -1.874 1.259 -1.035 0.52
O -1.811 1.924 -0.321 -1.01
H 0.486 -1.753 1.617 0.48
H 0.295 -2.233 0.207 0.50
O 0.995 -1.970 0.811 -0.97
H 0.666 -2.989 -1.836 0.48
H 1.133 -1.701 -2.351 0.48
O 0.364 -2.067 -1.909 -0.95

Entry Q
24
Properties=species:S:1:pos:R:3:nbo_charge:R:1 method="wB97M-V/def2-TZVPD" total_charge=+1 multiplicity=1 mol_weight_da=138.14
C -2.570 -0.478 2.648 0.09
N -2.380 -0.283 1.416 -0.66
H -2.448 0.358 3.333 0.18
H -2.925 -1.416 3.065 0.19
H -1.817 -1.108 0.806 0.45
H -1.923 0.769 1.126 0.45
H -2.394 -0.729 -2.607 0.49
H -1.005 -0.130 -2.637 0.50
O -1.465 -0.925 -2.460 -0.95
H 2.816 0.227 -0.151 0.51
H 3.004 -0.563 -1.389 0.50
O 2.345 -0.019 -0.934 -0.97
H -1.375 2.706 0.766 0.50
H -0.624 1.767 -0.226 0.54
O -1.326 1.799 0.508 -0.95
H -1.133 -1.643 -0.914 0.53
H -0.246 -2.301 0.192 0.51
O -1.105 -1.906 0.032 -0.92
H 0.840 2.296 -2.021 0.49
H 1.169 0.921 -1.395 0.51
O 0.407 1.511 -1.620 -1.01
H 5.134 0.339 0.536 0.49
H 4.684 -1.016 1.087 0.49
O 4.335 -0.177 0.839 -0.97

Name the least stable of them. entry P.

Entry P
49
Properties=species:S:1:pos:R:3:nbo_charge:R:1 method="wB97M-V/def2-TZVPD" total_charge=0 multiplicity=1 mol_weight_da=357.41 smiles="CCOC(=O)c1c(C)nc(C)c(C(=O)OCC)c1-c1ccc(OC)cc1"
C -2.768 -1.591 4.550 -0.63
C -1.699 -0.602 4.109 -0.08
O -1.944 -0.123 2.785 -0.51
C -1.532 -0.898 1.777 0.79
O -0.966 -1.951 1.917 -0.58
C -1.869 -0.294 0.455 -0.15
C -3.195 -0.152 0.038 0.26
C -4.342 -0.539 0.916 -0.65
N -3.500 0.310 -1.163 -0.45
C -2.549 0.658 -2.015 0.29
C -2.999 1.202 -3.332 -0.66
C -1.193 0.542 -1.688 -0.21
C -0.136 0.986 -2.641 0.80
O -0.010 0.596 -3.774 -0.60
O 0.631 1.924 -2.075 -0.50
C 1.695 2.464 -2.858 -0.08
C 2.969 1.647 -2.702 -0.63
C -0.843 0.046 -0.430 0.07
C 0.563 -0.141 -0.047 -0.11
C 1.407 -0.910 -0.837 -0.11
C 2.728 -1.115 -0.479 -0.32
C 3.231 -0.532 0.679 0.31
O 4.514 -0.650 1.119 -0.49
C 5.411 -1.437 0.373 -0.25
C 2.386 0.248 1.472 -0.25
C 1.069 0.432 1.118 -0.17
H -3.754 -1.139 4.481 0.21
H -2.738 -2.475 3.918 0.22
H -2.585 -1.889 5.578 0.22
H -0.712 -1.075 4.135 0.20
H -1.703 0.291 4.738 0.19
H -4.372 0.102 1.794 0.23
H -5.269 -0.431 0.360 0.24
H -4.234 -1.569 1.249 0.22
H -2.747 2.259 -3.407 0.22
H -2.500 0.680 -4.145 0.24
H -4.075 1.086 -3.419 0.24
H 1.834 3.482 -2.487 0.19
H 1.385 2.487 -3.908 0.20
H 3.776 2.124 -3.251 0.22
H 2.817 0.645 -3.094 0.22
H 3.241 1.576 -1.651 0.22
H 1.022 -1.373 -1.734 0.22
H 3.350 -1.729 -1.110 0.22
H 5.553 -1.038 -0.637 0.18
H 5.076 -2.478 0.310 0.18
H 6.356 -1.396 0.912 0.20
H 2.792 0.696 2.365 0.23
H 0.427 1.046 1.733 0.22

Entry Q
49
Properties=species:S:1:pos:R:3:nbo_charge:R:1 method="wB97M-V/def2-TZVPD" total_charge=0 multiplicity=1 mol_weight_da=357.41
C 0.022 -1.190 2.902 -0.61
C 0.662 -0.011 2.034 -0.11
H 1.366 0.662 2.629 0.25
H -0.262 0.628 1.711 0.20
O 1.182 -0.657 0.709 -0.52
C 1.872 0.359 0.247 0.21
C 1.541 0.639 -0.965 -0.03
C 2.378 1.744 -1.906 -0.22
C 3.390 2.391 -1.242 -0.18
C 3.809 1.970 0.139 -0.28
C 2.977 1.245 0.834 0.30
O 3.312 0.821 2.000 -0.59
C 3.843 -0.803 2.173 -0.21
H 3.966 -0.666 3.397 0.21
H 4.765 -0.821 1.654 0.21
H 3.010 -1.361 2.033 0.20
H 4.636 2.310 0.715 0.23
H 3.977 3.067 -1.584 0.18
H 2.271 2.080 -2.873 0.21
C 0.510 0.116 -1.802 -0.26
C -0.792 -0.126 -1.250 0.00
C -1.735 1.034 -0.810 -0.31
C -2.820 0.920 -0.217 0.18
C -3.225 -0.411 0.405 0.30
C -2.281 -1.348 -0.200 -0.20
C -0.992 -1.343 -0.641 0.09
N -0.177 -2.615 -0.731 -0.55
C 1.013 -2.237 -1.461 0.64
O 1.742 -3.294 -1.194 -0.61
C 1.080 -1.321 -2.377 -0.52
H 2.083 -1.086 -2.857 0.28
H 0.383 -1.620 -3.413 0.28
H -0.280 -3.161 -0.065 0.38
H -2.584 -2.606 0.425 0.14
O -4.316 -0.869 0.931 -0.48
C -5.311 0.304 1.125 -0.30
H -5.708 0.456 -0.047 0.24
H -5.071 0.982 1.962 0.23
H -6.146 -0.424 1.617 0.20
O -3.788 1.988 0.041 -0.51
C -3.253 3.046 -0.408 -0.25
H -2.538 3.571 0.099 0.18
H -3.353 3.066 -1.630 0.15
H -4.200 3.640 -0.250 0.19
H -1.436 1.960 -1.436 0.25
H 0.486 0.640 -2.800 0.23
H 0.859 -1.992 3.090 0.20
H -0.655 -1.854 2.275 0.22
H -0.446 -0.750 3.642 0.20

Name the least stable of them. entry Q.